12
Properties=species:S:1:pos:R:3:forces:R:3:lowdin_charge:R:1 method="wB97M-V/def2-TZVPD" de_lowest_ev=4.219 e_tot_ev=-8695.5934 orbital_gap_ev="9.7 / 9.7"
C -1.602213 0.066718 0.267730 -2.1 3.7 -3.1 -0.229
N -0.594462 -0.851934 -0.133132 2.8 0.0 0.8 -0.003
C 1.217272 -0.293450 0.327960 -2.7 -1.2 -0.5 -0.163
C 2.018149 -0.673524 -0.808881 0.5 -0.6 -0.9 -0.215
N 2.613896 -1.045055 -1.729300 -0.6 0.5 0.9 0.173
C 1.054123 1.092559 0.585775 -1.4 1.1 0.4 -0.222
N 0.441720 2.055133 0.807359 1.3 -0.4 -0.1 0.170
H -2.524664 -0.087196 -0.482822 2.0 0.1 1.4 0.129
H -1.293958 1.198977 0.013302 -0.7 -2.1 0.4 0.082
H -2.099869 0.218247 1.233830 1.0 -1.3 0.3 0.070
H -0.443744 -0.739008 -1.145436 -0.4 -0.1 0.5 0.075
H 1.354078 -0.919830 1.207306 0.2 0.2 -0.1 0.133


17
Properties=species:S:1:pos:R:3:forces:R:3:lowdin_charge:R:1 method="wB97M-V/def2-TZVPD" de_lowest_ev=1.581 e_tot_ev=-30511.7830 orbital_gap_ev=9.0
N 0.309795 0.719789 -0.888698 0.4 -0.6 -0.4 0.039
C -0.624083 0.587380 0.172031 -1.1 0.7 1.0 -0.459
C -0.765219 1.872167 1.029330 1.1 0.2 -0.1 -0.220
O -0.926443 2.959367 0.548845 -0.3 0.1 -0.1 0.053
C -0.241061 -0.512699 1.148230 0.1 0.2 -0.5 -0.531
S -0.253794 -2.242504 0.571571 0.2 -0.2 0.8 0.409
S -0.125046 -2.402646 -1.435195 -0.2 0.2 -0.5 0.294
H 0.101208 1.391822 -1.607698 -0.1 0.2 0.2 0.088
H 1.263478 0.781794 -0.566811 0.0 0.4 0.0 0.079
H -1.656884 0.486879 -0.192681 0.2 -0.5 -0.3 0.153
H -0.557966 1.780997 2.121253 -0.3 -0.1 0.0 0.129
H -0.942683 -0.520949 1.980131 -0.1 0.0 0.1 0.067
H 0.730606 -0.228225 1.578714 0.0 -0.4 -0.2 0.086
H 1.152868 -2.048010 -1.649761 0.1 -0.1 0.1 -0.192
O 2.101396 3.315739 -0.145237 0.1 -0.4 0.3 -0.057
H 1.348993 3.878252 -0.346063 0.0 0.1 -0.1 0.028
H 2.863175 3.613490 -0.645725 -0.1 0.3 -0.1 0.035


66
Properties=species:S:1:pos:R:3:forces:R:3:lowdin_spin:R:1 method="wB97M-V/def2-TZVPD" spin_multiplicity=2 de_lowest_ev=0.000 e_tot_ev=-90639.0565 orbital_gap_ev="7.6 / 4.7" s2=0.76
Al 3.795634 -13.987675 11.680526 1.1 0.2 -0.6 0.011
S -0.383320 -15.728180 12.893331 0.4 -0.2 0.0 0.716
Sb 1.934649 -16.206528 12.891647 0.8 1.4 -0.9 0.065
S 3.009990 -14.062498 13.733130 -1.0 -1.2 0.2 0.056
S 2.833290 -15.655052 10.515619 -0.9 -0.4 1.4 0.076
O 3.376614 -12.366719 10.986686 -0.4 0.3 -0.4 0.001
P 2.356175 -11.485512 10.263486 0.1 0.4 0.8 0.000
N 2.055374 -10.250616 11.374731 -0.7 0.3 -0.8 0.000
C 2.824576 -10.102744 12.600765 2.5 0.6 -0.7 0.000
C 2.283637 -8.883453 13.340830 -0.1 0.1 0.1 0.000
C 1.477733 -8.082017 12.313586 -0.8 -0.3 -0.6 0.000
C 1.516630 -8.913892 10.999196 0.1 -0.1 -0.3 0.000
N 3.066822 -11.020124 8.855563 -0.7 0.8 -1.1 0.000
C 2.389129 -10.434143 7.646893 -0.2 -0.5 0.0 0.000
C 3.461999 -9.573624 6.936537 -0.7 -0.1 0.3 0.000
C 4.712325 -10.371059 7.227740 0.6 -0.6 -0.5 0.000
C 4.535496 -11.024606 8.601489 0.2 -1.1 1.2 0.000
N 0.882191 -12.151230 9.957265 1.3 0.3 -1.5 0.000
C 0.574717 -13.087513 8.815123 0.6 0.5 0.4 0.001
C -0.491226 -14.008671 9.362115 -0.8 -0.4 0.0 0.001
C -1.106411 -13.333721 10.609441 0.8 0.9 -0.4 0.031
C -0.088297 -12.232001 11.027678 -0.3 -1.0 0.6 0.002
H 3.887387 -9.871218 12.296489 -0.6 -0.4 0.5 0.000
H 2.837306 -11.013639 13.180347 -0.1 -0.2 0.2 0.001
H 3.053109 -8.238788 13.806887 -0.2 -0.7 -0.2 0.000
H 1.625066 -9.272016 14.110225 -0.1 0.3 0.3 0.000
H 1.845712 -7.070244 12.098735 0.0 -0.3 0.3 0.000
H 0.426953 -8.004967 12.653807 0.5 0.2 -0.2 0.000
H 2.142070 -8.369033 10.238575 -0.4 -0.7 0.5 0.000
H 0.505455 -9.039979 10.596384 0.2 0.1 -0.2 0.000
H 1.494030 -9.870638 7.939540 0.2 -0.2 -0.1 0.000
H 2.098634 -11.260941 6.961931 0.0 0.4 0.4 0.000
H 3.453867 -8.566770 7.364818 0.2 -0.1 0.0 0.000
H 3.295828 -9.488362 5.846190 -0.1 0.0 0.6 0.000
H 5.653815 -9.835320 7.070365 -0.2 0.1 0.5 0.000
H 4.761490 -11.175437 6.478434 -0.1 0.1 0.2 0.000
H 5.045967 -10.524681 9.461636 -0.2 -0.3 -0.8 0.000
H 4.834636 -12.105665 8.580306 0.3 1.0 0.1 0.000
H 1.468887 -13.634598 8.459045 -0.3 0.3 0.4 0.000
H 0.184312 -12.510817 7.980841 0.0 0.2 -0.1 0.000
H -0.082695 -14.979801 9.633152 0.2 0.0 0.1 0.000
H -1.243852 -14.194034 8.582189 0.1 0.0 0.3 0.000
H -1.176795 -14.048510 11.419159 -0.4 0.0 0.0 0.027
H -2.061489 -12.854468 10.421934 -0.2 -0.2 -0.1 0.001
H 0.406387 -12.584872 11.933438 0.0 0.2 0.2 0.002
H -0.536182 -11.264068 11.221298 -0.2 0.1 0.0 0.000
C 7.125598 -12.635237 12.320858 0.5 -0.4 -0.5 0.000
Si 6.268795 -14.162907 11.554014 -0.8 0.4 0.5 0.003
C 6.989026 -15.708538 12.403611 0.2 -0.2 -0.1 0.001
C 6.823149 -14.167895 9.759393 -0.2 0.1 0.5 0.000
C 7.876484 -13.371021 9.348846 1.0 0.3 -0.9 0.000
C 8.335520 -13.439251 8.018635 -0.4 0.1 -0.3 0.000
C 7.692837 -14.274856 7.077288 0.2 0.6 1.7 0.000
C 6.600983 -15.027724 7.519487 0.4 -0.2 -1.0 0.000
C 6.172236 -14.973231 8.827888 0.1 -0.1 -0.1 0.001
H 8.205663 -12.850838 12.209320 -0.3 0.3 0.2 0.000
H 6.911569 -12.480096 13.379034 -0.1 0.0 -0.1 0.000
H 6.906031 -11.718480 11.751583 0.0 -0.2 0.2 0.000
H 7.928013 -15.353309 12.901521 -0.7 -0.7 -0.2 0.000
H 7.215444 -16.505760 11.657769 0.0 0.6 0.5 0.000
H 6.282895 -16.166387 13.128192 0.5 0.4 -0.2 0.000
H 8.400208 -12.702813 10.059536 -0.4 -0.5 -0.5 0.000
H 9.175570 -12.803552 7.714287 -0.3 -0.3 0.1 0.000
H 8.064208 -14.340761 6.071384 0.0 0.0 -0.3 0.000
H 6.128564 -15.702954 6.806317 -0.1 0.1 0.2 0.000
H 5.327861 -15.584862 9.124111 0.0 0.0 0.1 0.001


Largest force on an atom readings, ordered: 5.295 1.622 2.679 eV/Å